1.
{"formula": "C21H25InOSe", "method": "ωB97M-V with the def2-TZVPD basis set", "homo_lumo_gap_ev": [5.4, 3.8], "max_force_ev_per_a": 2.171, "charge": -2, "total_energy_ev": -94744.962, "symbols": ["In", "Se", "O", "C", "C", "C", "C", "C", "C", "C", "C", "C", "C", "C", "C", "C", "C", "C", "C", "C", "C", "C", "C", "C", "H", "H", "H", "H", "H", "H", "H", "H", "H", "H", "H", "H", "H", "H", "H", "H", "H", "H", "H", "H", "H", "H", "H", "H", "H"], "xyz": [[0.599, 0.487, 0.230], [1.379, 1.906, 2.392], [1.882, 1.995, -0.628], [-2.314, -0.103, -1.777], [1.263, -2.063, 0.367], [-2.297, 1.746, 5.220], [-0.187, 0.833, 4.454], [-1.131, 2.831, 3.390], [1.987, -0.928, -3.484], [-0.104, 1.867, 3.499], [-2.329, 0.851, 0.322], [-2.227, 2.757, 4.246], [2.968, -1.974, -3.117], [0.649, -1.877, 1.661], [2.309, 0.488, -3.230], [-1.493, 1.044, -1.846], [-0.673, -2.386, 1.589], [-1.293, 0.768, 5.291], [2.238, 1.917, -1.912], [0.691, -1.305, -4.093], [-0.871, -2.913, 0.292], [-1.443, 1.637, -0.519], [-2.807, -0.225, -0.443], [0.316, -2.757, -0.449], [1.159, -1.529, 2.562], [-1.093, 2.642, -0.300], [-1.402, -2.406, 2.403], [0.046, -1.949, -3.464], [0.512, -3.175, -1.442], [-1.043, 3.609, 2.636], [-2.580, 1.101, 1.351], [1.815, 1.101, -3.993], [-1.374, -0.064, 5.993], [2.311, -1.894, 0.119], [0.619, 0.106, 4.507], [3.385, 0.627, -3.368], [3.264, 2.241, -2.017], [1.591, 2.572, -2.492], [-3.037, 3.477, 4.139], [-3.153, 1.698, 5.895], [-3.486, -1.002, -0.099], [-2.572, -0.752, -2.606], [0.084, -0.425, -4.358], [3.664, -1.619, -2.348], [-1.008, 1.447, -2.726], [3.565, -2.239, -4.016], [-1.787, -3.390, -0.069], [0.886, -1.864, -5.029], [2.523, -2.906, -2.733]]}

2.
{"formula": "C21H25N3O2", "method": "ωB97M-V with the def2-TZVPD basis set", "homo_lumo_gap_ev": 8.3, "max_force_ev_per_a": 1.179, "relative_energy_kcal_mol": 47.9, "total_energy_ev": -30748.236, "smiles": "CCOc1c2ccc(C(=O)NCCCCc3ccccc3)cc2nn1C", "symbols": ["O", "O", "N", "N", "N", "C", "C", "C", "C", "C", "C", "C", "C", "C", "C", "C", "C", "C", "C", "C", "C", "C", "C", "C", "C", "C", "H", "H", "H", "H", "H", "H", "H", "H", "H", "H", "H", "H", "H", "H", "H", "H", "H", "H", "H", "H", "H", "H", "H", "H", "H"], "xyz": [[-5.568, -1.260, -0.008], [-0.178, 3.887, 0.401], [1.119, 2.292, -0.527], [-3.424, -2.083, 0.149], [-2.131, -1.760, 0.188], [3.253, 2.741, 0.647], [4.528, -2.987, -0.414], [6.593, -2.164, 0.472], [6.170, -0.866, 0.247], [-1.167, 1.763, -0.012], [-0.045, 2.748, -0.006], [5.772, -3.228, 0.143], [-0.971, 0.409, 0.098], [-2.097, -0.429, 0.101], [-7.861, -0.648, -0.077], [-3.589, 1.514, -0.095], [-4.241, -1.017, 0.038], [4.925, -0.613, -0.314], [4.449, 0.797, -0.516], [-3.843, -3.453, 0.216], [4.108, -1.688, -0.639], [2.327, 3.080, -0.526], [3.664, 1.270, 0.714], [-3.424, 0.118, -0.001], [-2.476, 2.301, -0.096], [-6.430, -0.136, -0.079], [1.181, 1.335, -0.831], [4.289, 1.125, 1.599], [7.566, -2.345, 0.906], [-8.550, 0.189, -0.133], [2.844, 2.939, -1.479], [5.302, 1.460, -0.671], [2.738, 3.001, 1.574], [-6.226, 0.427, -0.999], [-4.367, -3.734, -0.698], [0.002, -0.042, 0.216], [2.779, 0.643, 0.842], [3.136, -1.509, -1.077], [3.882, -3.813, -0.674], [-4.570, 1.959, -0.161], [6.815, -0.038, 0.506], [3.814, 0.843, -1.403], [-8.024, -1.303, -0.928], [-6.255, 0.519, 0.784], [-8.054, -1.208, 0.834], [6.101, -4.242, 0.317], [-2.951, -4.063, 0.337], [4.144, 3.367, 0.570], [-4.515, -3.599, 1.063], [2.017, 4.125, -0.443], [-2.560, 3.375, -0.155]]}

3.
{"formula": "C21H25N3O3S", "method": "ωB97M-V with the def2-TZVPD basis set", "homo_lumo_gap_ev": 9.3, "max_force_ev_per_a": 0.634, "relative_energy_kcal_mol": 32.6, "total_energy_ev": -43631.887, "smiles": "CSCC(=O)N1CCC(Oc2cccc(C(=O)NCc3ccccn3)c2)CC1", "symbols": ["S", "O", "O", "O", "N", "N", "N", "C", "C", "C", "C", "C", "C", "C", "C", "C", "C", "C", "C", "C", "C", "C", "C", "C", "C", "C", "C", "C", "H", "H", "H", "H", "H", "H", "H", "H", "H", "H", "H", "H", "H", "H", "H", "H", "H", "H", "H", "H", "H", "H", "H", "H", "H"], "xyz": [[1.898, -3.962, 0.929], [2.655, 1.346, 1.629], [-0.334, -3.148, 3.618], [-1.794, 2.836, -0.359], [1.694, -2.177, 3.711], [-4.338, 1.546, -4.293], [-2.270, 1.106, -1.726], [-3.745, 2.214, -3.314], [-0.032, 1.325, -0.876], [1.965, 1.098, 0.460], [-3.636, 1.512, -1.983], [0.858, -3.181, 3.367], [3.075, -2.022, 3.320], [0.263, -3.495, 0.300], [0.659, 1.545, 0.310], [1.143, 0.127, 3.145], [-3.204, 3.485, -3.490], [1.127, -0.948, 4.231], [0.605, 0.682, -1.933], [-4.432, 2.120, -5.481], [3.191, -0.978, 2.207], [2.596, 0.462, -0.605], [1.445, -4.381, 2.647], [-3.301, 4.076, -4.737], [-1.431, 1.844, -0.962], [-3.932, 3.382, -5.759], [2.575, 0.355, 2.647], [1.917, 0.265, -1.794], [0.104, -1.157, 4.548], [2.417, -0.217, -2.621], [-4.931, 1.534, -6.242], [-3.916, 2.194, -1.176], [0.518, -0.203, 2.312], [1.716, -0.627, 5.095], [-4.033, 3.809, -6.745], [-0.181, -2.750, 0.954], [0.168, 2.079, 1.109], [-4.284, 0.634, -1.981], [-2.725, 3.984, -2.662], [0.732, 1.058, 3.535], [-0.369, -4.377, 0.250], [2.666, -1.346, 1.324], [2.345, -4.764, 3.123], [4.240, -0.832, 1.948], [3.175, 0.784, 3.459], [3.639, -1.690, 4.200], [3.493, -2.966, 2.976], [3.622, 0.144, -0.502], [0.414, -3.083, -0.693], [-1.918, 0.318, -2.245], [-2.895, 5.063, -4.909], [0.101, 0.540, -2.879], [0.686, -5.163, 2.613]]}

4.
{"formula": "C21H25N3O3Tc", "method": "ωB97M-V with the def2-TZVPD basis set", "homo_lumo_gap_ev": [7.2, 7.7], "spin_multiplicity": 2, "max_force_ev_per_a": 0.371, "relative_energy_kcal_mol": 0.5, "total_energy_ev": -34995.283, "s_squared": 0.76, "symbols": ["Tc", "O", "O", "O", "N", "N", "N", "C", "C", "C", "C", "C", "C", "C", "C", "C", "C", "C", "C", "C", "C", "C", "C", "C", "C", "C", "C", "C", "H", "H", "H", "H", "H", "H", "H", "H", "H", "H", "H", "H", "H", "H", "H", "H", "H", "H", "H", "H", "H", "H", "H", "H", "H"], "xyz": [[0.848, 0.041, -0.156], [2.487, 0.390, -0.465], [-1.155, -0.525, -0.257], [0.320, 1.639, 0.932], [0.296, 1.129, -1.910], [1.027, -1.095, 1.566], [1.180, -1.770, -1.501], [0.198, -3.150, 0.459], [0.499, 2.300, 5.005], [0.403, 1.792, 2.218], [0.924, -0.612, 2.757], [-2.028, 1.439, -1.316], [0.698, 0.754, 3.138], [1.308, 1.158, -2.954], [-3.346, 0.163, 0.250], [-4.392, 1.041, 0.082], [0.728, 1.040, 4.520], [-0.856, 1.626, -2.144], [1.204, -2.540, 1.434], [-2.127, 0.339, -0.433], [2.587, -2.215, -1.556], [-3.121, 2.297, -1.496], [0.210, 3.327, 4.091], [-4.293, 2.124, -0.796], [1.512, -0.262, -3.543], [0.746, -1.400, -2.873], [0.336, -2.910, -1.060], [0.158, 3.083, 2.744], [-0.997, 2.196, -3.067], [-5.309, 0.884, 0.637], [0.020, 4.330, 4.455], [1.053, -3.013, 2.409], [-0.666, -2.729, -1.444], [1.171, -0.261, -4.581], [-0.070, 3.867, 2.034], [2.867, -2.670, -0.613], [2.577, -0.491, -3.576], [-3.025, 3.118, -2.199], [0.944, 0.227, 5.205], [-3.426, -0.680, 0.925], [-0.783, -2.787, 0.765], [0.833, -2.291, -3.509], [2.709, -2.955, -2.356], [2.238, -2.739, 1.148], [-5.122, 2.805, -0.930], [2.233, 1.510, -2.504], [0.717, -3.812, -1.554], [0.205, -4.230, 0.621], [1.008, 1.850, -3.746], [1.007, -1.314, 3.591], [-0.313, -1.147, -2.810], [0.533, 2.500, 6.067], [3.246, -1.368, -1.705]]}